# 1
Formula: C44H37AuCl3GeN4O4S2
Source: the OMol25 dataset
Level of theory: the ωB97M-V functional and the def2-TZVPD basis

As for the multiplicity: 2. Its energy above the lowest of the compared OMol25 structures with the same formula, charge and spin is 84.0 kcal per mole. The HOMO energy (spin up / spin down) is -0.4493 / -0.4493 Eh. The expectation value of S² is 0.754. The largest force on an atom comes out at 3.961 eV/Å. The calculation puts the frontier orbital gap (spin up / spin down) at 2.83 / 2.82 eV. As for the charge: +2.

XYZ file:
```
96
Properties=species:S:1:pos:R:3:forces:R:3
Au -1.84095 -1.51156 0.70953 1.3 0.5 -0.5
C 6.70522 -3.74043 1.05147 0.1 0.0 -0.1
C 5.37710 -3.07284 0.92825 -0.2 0.3 0.1
C 5.11096 -1.89420 1.61986 0.0 -0.2 -0.1
C 3.85977 -1.30967 1.56041 -0.2 0.0 0.0
C 2.86987 -1.88960 0.78295 -0.4 0.4 0.3
C 3.12141 -3.04067 0.05513 0.0 -0.1 -0.1
C 4.37468 -3.62146 0.12795 -0.1 0.1 0.0
S 1.25699 -1.07705 0.83198 2.1 0.2 -0.6
O 0.27418 -2.20838 0.96331 -1.4 -1.2 0.2
C 1.15602 -0.63721 -0.91850 0.4 0.9 0.2
C 0.59063 -1.50563 -1.85032 -0.2 -0.2 -0.5
C 0.53519 -1.13375 -3.17051 0.0 -0.2 0.5
C 1.07180 0.09960 -3.60209 0.2 0.3 0.2
C 1.05889 0.49522 -4.95662 0.1 0.3 -0.2
C 1.64871 1.66944 -5.35626 -0.3 -0.5 0.0
C 2.23124 2.52680 -4.41550 0.1 0.0 0.6
C 2.21243 2.20157 -3.08233 0.1 0.2 -0.3
C 1.65959 0.97898 -2.64889 -0.2 -0.2 -0.1
C 1.65357 0.60164 -1.28335 0.0 -0.9 0.0
C 2.10427 1.47540 -0.18671 -0.1 0.5 0.2
C 3.47124 1.72031 0.09834 0.0 0.1 0.4
C 4.51719 1.21121 -0.69810 0.3 0.1 -0.1
C 5.82425 1.40213 -0.33357 -0.3 -0.1 -0.3
C 6.14116 2.10882 0.83660 -0.1 0.2 0.3
C 5.14673 2.64032 1.61400 0.2 -0.1 -0.1
C 3.78793 2.45363 1.27601 0.1 -0.3 -0.3
C 2.75217 2.92263 2.10893 -0.6 0.0 0.0
C 1.43408 2.66770 1.82350 0.5 0.3 0.3
C 1.13172 1.95970 0.66174 -0.5 -0.2 -0.8
S -0.56375 1.52780 0.12184 2.3 2.4 0.1
O -0.91953 0.48576 1.14327 -1.1 -1.4 1.1
C -1.37987 3.01029 0.70005 -0.1 -0.2 -0.1
C -2.22799 2.99904 1.79409 0.3 -0.2 -0.2
C -2.83244 4.18250 2.18136 0.0 0.2 -0.1
C -2.61222 5.36781 1.47979 0.1 -0.3 0.0
C -3.30329 6.63048 1.86096 -0.1 0.2 0.0
C -1.75938 5.34747 0.37310 -0.2 -0.2 0.1
C -1.15688 4.17240 -0.02746 0.1 -0.1 0.1
H 7.26663 -3.33179 1.88701 0.1 0.0 0.0
H 7.28262 -3.59831 0.13859 0.1 0.0 0.0
H 6.58195 -4.81089 1.19857 0.1 -0.1 0.0
H 5.88120 -1.44647 2.23042 0.1 0.0 0.1
H 3.64356 -0.41367 2.12087 0.0 0.2 0.1
H 2.34495 -3.48801 -0.54558 -0.1 -0.1 -0.1
H 4.58447 -4.52164 -0.43359 0.0 -0.1 0.0
H 0.22009 -2.46287 -1.51483 -0.1 -0.1 0.0
H 0.10773 -1.80746 -3.89746 -0.1 0.0 -0.1
H 0.57589 -0.14313 -5.67935 0.0 -0.1 -0.1
H 1.65972 1.94862 -6.39810 0.0 0.0 -0.1
H 2.69294 3.44687 -4.73817 0.0 0.1 0.0
H 2.64450 2.86658 -2.35015 0.1 0.1 0.1
H 4.27180 0.68295 -1.60679 0.0 -0.1 -0.1
H 6.62020 1.02526 -0.95864 0.0 -0.1 0.0
H 7.17715 2.23813 1.11346 0.0 0.1 0.0
H 5.38419 3.20398 2.50381 0.1 0.0 0.1
H 3.01175 3.50114 2.98079 0.0 0.0 0.2
H 0.64061 3.00763 2.47075 0.0 0.1 0.1
H -2.39219 2.08076 2.33973 0.0 -0.1 0.1
H -3.47660 4.18208 3.04786 -0.1 0.1 0.1
H -3.72488 6.56694 2.85830 0.0 0.1 0.1
H -4.11430 6.82875 1.16294 -0.1 0.1 0.0
H -2.62544 7.47762 1.80635 0.0 0.1 0.1
H -1.59031 6.26056 -0.17595 0.1 0.1 -0.1
H -0.50613 4.14188 -0.88848 0.1 0.1 -0.2
N -2.06863 -7.70361 0.18479 -0.1 -0.3 0.0
C -2.10308 -6.37039 0.28004 0.0 0.5 0.1
C -2.07422 -5.53854 -0.85848 -0.1 -0.1 0.1
C -2.11642 -4.17837 -0.70260 0.2 -0.3 -0.1
N -2.16369 -3.59155 0.49466 -0.1 0.5 0.0
C -2.19047 -4.35362 1.58950 0.0 -0.4 0.0
C -2.16226 -5.72212 1.53159 -0.1 -0.1 -0.1
H -2.08761 -8.16092 -0.71084 0.0 0.0 0.1
H -2.16542 -8.27489 1.00590 0.0 -0.1 -0.1
H -2.03277 -5.96359 -1.84859 0.0 0.0 -0.1
H -2.13406 -3.52156 -1.55873 0.1 0.1 -0.1
H -2.25262 -3.83473 2.53295 0.1 0.0 0.1
H -2.17833 -6.30164 2.44141 0.0 0.0 0.1
Cl -5.16552 -4.05610 -0.23665 -0.9 0.5 1.6
Ge -6.35833 -3.25290 1.46090 -0.7 0.1 -3.4
Cl -7.69433 -1.79788 0.45391 0.9 -1.0 1.1
Cl -7.76133 -4.96855 1.88872 1.6 1.8 0.4
C -4.37257 2.87952 -1.29019 0.2 0.6 -0.4
N -4.44530 1.69596 -0.45967 -0.6 -0.4 0.5
C -5.48378 1.51342 0.38994 0.1 0.0 -0.1
C -5.58128 0.43461 1.19855 0.2 -0.6 0.4
C -4.54661 -0.56087 1.14444 -0.5 3.0 -2.0
O -4.48289 -1.59608 1.82438 -1.4 -3.3 1.6
N -3.52916 -0.31500 0.28177 -0.7 -1.6 1.2
C -3.40990 0.78028 -0.48236 0.9 0.8 -1.1
O -2.40277 0.97941 -1.17036 -1.7 -0.4 -0.2
H -5.37297 3.16521 -1.61279 0.0 -0.1 0.0
H -3.74476 2.66353 -2.15144 -0.1 0.0 0.0
H -3.92848 3.71125 -0.73810 0.0 -0.1 0.0
H -6.23885 2.28442 0.38336 0.0 0.1 0.0
H -6.39634 0.30354 1.88739 -0.1 0.1 0.0
```
Forces are in eV/Å.

# 2
Formula: C17H24N4O6
Source: the OMol25 dataset
Level of theory: the ωB97M-V functional and the def2-TZVPD basis

As for the multiplicity: 1. Its energy above the lowest of the compared OMol25 structures with the same formula, charge and spin is 500.2 kcal per mole. The HOMO energy is -0.2787 Eh. The largest force on an atom comes out at 17.277 eV/Å. The calculation puts the frontier orbital gap at 6.77 eV.

XYZ file:
```
51
Properties=species:S:1:pos:R:3:forces:R:3
C -5.98704 -1.82238 -1.20288 -1.4 2.4 -3.6
C -5.05611 -2.57181 -0.24948 -11.3 -7.5 -5.8
H -5.66913 -2.78850 0.56969 -1.3 -1.3 1.3
H -4.66979 -3.46454 -0.72773 -0.4 -0.6 -0.3
O -4.18698 -1.89975 0.17523 3.7 10.3 13.3
C -3.12464 -1.68008 -0.33959 6.5 4.2 1.0
O -2.96637 -2.26451 -1.28808 4.2 -5.5 -10.8
N -2.17879 -0.80331 0.11969 -3.6 1.4 6.1
C -2.48718 0.01912 1.30680 3.9 -0.7 2.8
H -3.30977 -0.39743 1.87068 -0.6 0.4 -0.2
C -2.64210 1.65419 0.96147 3.3 -8.8 -7.3
N -1.54275 2.03051 0.09881 -0.1 3.4 5.0
C -0.44918 2.55935 0.76808 -0.9 7.6 5.7
C 0.28255 2.24606 2.15705 -1.8 -7.0 -5.6
C 1.06973 0.90123 1.71931 -4.1 -4.3 10.7
O 0.80413 -0.17294 2.52363 1.0 4.2 -4.4
N 2.09576 0.95540 0.96784 -3.5 9.2 -1.0
C 2.89804 0.13339 0.44621 3.7 7.3 -7.5
C 3.19219 -0.99446 0.77834 -5.2 -10.3 10.3
C 3.96789 -1.90706 0.34121 7.4 0.6 -10.5
C 4.70663 -1.54371 -0.95231 -2.4 0.5 6.2
C 4.48522 -0.15615 -1.18753 5.9 -4.4 -6.0
C 3.69699 0.73244 -0.68837 -4.1 -0.9 4.6
O 3.41360 1.95132 -0.96852 1.4 3.2 -3.6
C 4.20420 2.58214 -2.47875 4.6 -12.1 3.6
H 3.94743 3.46001 -2.37347 -3.7 8.6 -0.2
H 4.01283 1.66106 -3.15165 -0.1 2.6 0.6
H 5.31790 2.57233 -2.06605 -2.2 -0.3 -1.2
H 5.11380 0.02783 -2.07632 -0.3 1.0 0.3
H 5.48420 -2.26349 -1.24615 -0.5 0.9 -0.7
N 4.17685 -3.17944 0.67864 -0.2 -6.3 2.9
O 3.48592 -3.64241 1.57170 -1.1 0.6 1.1
O 4.98786 -3.97025 0.17419 0.4 1.9 -1.1
H 2.48743 -1.57733 1.66171 1.7 2.3 -2.0
H 2.10207 1.96900 0.50183 0.5 -2.8 0.9
H -0.42392 2.11309 2.93106 -0.3 -0.7 0.8
H 0.94940 2.94275 2.33644 3.1 3.7 0.7
H -0.99422 3.66111 1.49770 1.0 -2.1 -2.6
H 0.24479 3.10722 0.15308 0.2 -0.2 -0.8
C -1.14921 1.16319 -0.76223 2.6 -7.6 -8.2
C -0.86031 -0.52039 -0.27981 -13.1 8.0 -6.6
H -0.97257 -1.00238 -1.08379 1.6 -3.6 -7.2
H -0.19894 -0.66633 0.26430 10.7 -2.6 9.3
H -0.12964 1.22526 -1.24600 -0.9 1.5 0.6
H -1.89925 1.16604 -1.71886 1.5 -0.8 2.1
H -2.60027 2.04526 1.78534 -0.7 5.1 8.4
H -3.37439 1.40265 0.32306 -4.0 1.0 -1.7
H -1.46385 -0.26453 2.13461 -2.9 1.3 -2.3
H -6.80010 -2.37993 -1.75866 0.9 -0.2 1.2
H -6.61434 -0.86470 -0.80247 2.0 -2.2 -0.5
H -5.37660 -1.48415 -2.16903 -1.0 -0.2 2.2
```
Forces are in eV/Å.

# 3
Formula: C4H11NO2S
Source: the OMol25 dataset
Level of theory: the ωB97M-V functional and the def2-TZVPD basis

As for the multiplicity: 1. Its energy above the lowest of the compared OMol25 structures with the same formula, charge and spin is 40.6 kcal per mole. The HOMO energy is 0.0188 Eh. The largest force on an atom comes out at 4.563 eV/Å. The calculation puts the frontier orbital gap at 5.37 eV. As for the charge: -2.

XYZ file:
```
19
Properties=species:S:1:pos:R:3:forces:R:3
C -0.64487 -0.27818 -1.75312 -0.7 -0.3 -1.4
C -0.51623 -0.22082 -0.29593 3.4 -2.4 1.8
C 1.10122 -0.41613 0.10156 -1.9 -0.8 1.2
S 2.31021 0.73305 -0.58238 0.3 0.5 0.2
N -1.11313 -1.38722 0.35923 0.0 2.2 1.0
C -2.54180 -1.25400 0.72514 0.1 3.2 0.6
O -3.42806 -1.88819 0.08010 -1.8 -2.3 -1.8
H -1.66506 -0.57676 -2.01799 0.0 0.3 -0.1
H 0.04518 -0.94976 -2.27845 0.1 -0.2 0.5
H -0.39483 0.68668 -2.09879 0.1 1.3 -1.0
H -0.88526 0.71076 0.12540 0.0 -0.1 0.1
H 1.01961 -0.48460 1.27630 0.5 0.3 -2.1
H 1.36682 -1.47699 -0.25569 -0.5 1.3 0.5
H -0.91382 -2.18012 -0.18784 -0.3 -1.2 -0.8
H -2.55693 -1.38573 1.79983 -0.1 -0.5 1.4
H -2.80105 -0.05134 0.67874 0.9 -1.0 0.0
H 3.25990 3.80975 1.34830 -3.4 0.8 -0.9
H 4.22500 2.83619 1.36947 0.6 -0.1 0.1
O 4.13310 3.77341 1.60613 2.7 -0.9 0.7
```
Forces are in eV/Å.

# 4
Formula: C18H38BN2O4
Source: the OMol25 dataset
Level of theory: the ωB97M-V functional and the def2-TZVPD basis

As for the multiplicity: 1. The HOMO energy is -0.4196 Eh. The largest force on an atom comes out at 8.926 eV/Å. The calculation puts the frontier orbital gap at 8.93 eV. As for the charge: +1.

XYZ file:
```
63
Properties=species:S:1:pos:R:3:forces:R:3
C 3.48330 3.74674 2.54417 0.4 -0.7 0.7
C 3.45515 3.36514 0.95010 1.8 0.1 0.7
N 2.33159 3.99457 0.15724 -0.4 -1.8 -2.1
C 0.96107 3.64531 0.69331 -1.0 0.3 1.5
C -0.29034 4.02970 -0.30079 -0.1 -0.1 -0.6
C -1.77065 4.02721 0.47553 1.1 -0.7 0.2
O -2.77114 4.89121 -0.23277 2.2 2.6 1.7
C -2.42346 6.30635 -0.01530 -0.8 3.2 4.6
O -2.72983 7.04586 1.05352 1.7 -5.4 -6.9
B -2.40520 2.47682 0.45159 -1.9 0.0 0.7
C -1.52054 1.10905 0.22019 0.0 -1.2 -0.4
O -3.85554 2.32777 0.69251 2.9 -0.6 -2.1
C 2.35370 3.40643 -1.26394 0.5 -5.3 -2.2
C 2.18048 4.35466 -2.62608 -0.8 -0.1 0.7
O 2.47241 2.07768 -1.51495 -0.6 7.9 2.0
H 2.43442 3.84009 3.05444 1.9 -0.2 -1.2
H 4.10146 4.70428 2.81736 -1.3 -1.8 -0.8
H 4.03150 2.84002 3.09416 -1.2 2.0 -1.2
H 4.46797 3.79622 0.48820 -2.2 -1.0 0.9
H 3.52858 2.19835 0.86914 -0.5 2.1 -0.1
H 0.81053 4.30427 1.67614 0.3 -1.4 -2.1
H 0.98418 2.52677 1.04038 -0.4 1.8 -0.8
H -0.43208 3.27064 -1.20739 0.7 1.7 1.9
H -0.03417 5.08032 -0.77278 -0.7 -2.0 1.1
H -1.58827 4.35700 1.58448 -0.6 -0.3 -2.0
H -1.75186 6.81376 -0.86160 -1.7 -1.3 1.6
H -2.28494 0.20549 0.12686 1.5 1.6 0.2
H -0.89479 1.11982 -0.78192 -1.1 0.0 2.1
H -0.79384 0.84236 1.11890 -1.5 0.7 -1.9
H -4.17320 1.55752 0.13216 0.5 1.2 1.4
H 1.93876 5.48964 -2.34972 0.7 -2.6 -0.6
H 1.25942 3.89683 -3.22726 2.0 1.0 1.4
H 3.12125 4.26235 -3.31854 -1.7 0.2 1.6
C 1.00756 -1.41871 0.31331 0.2 0.2 0.0
C 1.45556 -2.68715 -0.39544 0.3 0.0 0.1
C 0.49811 -3.18215 -1.48108 0.3 -0.1 -0.1
C -0.99564 -3.20644 -1.15968 0.1 0.1 -0.1
N -1.52060 -4.19177 -0.08719 -0.9 0.2 0.3
C -1.81368 -5.56972 -0.69327 0.0 0.2 0.1
C -0.48923 -6.29966 -0.61656 0.2 -0.4 -0.6
C 0.16858 -5.79619 0.65729 0.7 -0.2 0.6
C -0.61187 -4.55666 1.08927 -0.3 -0.2 0.1
C -2.79867 -3.56090 0.47832 0.5 -0.2 -0.5
H -0.01940 -1.47625 0.68038 0.0 0.0 0.0
H 1.64287 -1.23690 1.18608 0.0 0.1 -0.2
H 1.08469 -0.55552 -0.35498 -0.1 0.0 0.1
H 1.64560 -3.46757 0.33824 0.0 -0.1 0.0
H 2.43778 -2.50659 -0.85371 -0.3 0.0 0.0
H 0.83900 -4.14965 -1.85758 -0.1 0.0 0.0
H 0.61441 -2.49960 -2.33481 -0.3 -0.1 0.1
H -1.55624 -3.43364 -2.07637 0.1 -0.1 0.3
H -1.31750 -2.20051 -0.86712 0.1 -0.3 0.2
H -2.55828 -6.05793 -0.05487 0.1 0.2 -0.1
H -2.20933 -5.46264 -1.70618 0.0 0.1 0.3
H 0.13352 -6.06954 -1.48530 -0.2 0.0 0.1
H -0.61696 -7.38666 -0.60937 -0.1 0.2 0.0
H 1.22942 -5.59288 0.49702 -0.1 0.1 0.0
H 0.11826 -6.55689 1.45242 0.0 0.3 -0.3
H -0.04293 -3.69930 1.42698 0.1 0.1 -0.2
H -1.26136 -4.84571 1.92578 -0.1 0.2 -0.4
H -3.49901 -3.40721 -0.35225 0.2 0.0 0.3
H -2.52852 -2.60672 0.94854 -0.1 -0.3 -0.2
H -3.23202 -4.22916 1.22478 0.1 0.0 -0.2
```
Forces are in eV/Å.

Look up the multiplicity of the second one. 1